[1]
55
Properties=species:S:1:pos:R:3:forces:R:3 method="wB97M-V/def2-TZVPD" e_lumo_ev=0.63 smiles="O=C(NCCc1ccccc1Cl)[C@@H]1CCC(=O)N(CCCc2ccccc2)C1" e_homo_ha=-0.3286 charge=0 orbital_gap_ev=9.568
O 0.04494 3.34988 0.53209 0.01 0.53 -0.02
C -0.02571 2.14810 0.39173 -0.34 -0.66 -0.19
N 0.92336 1.29071 0.82370 0.33 -0.26 0.15
C 2.16267 1.73441 1.41749 0.07 0.24 -0.02
C 3.26920 1.92517 0.36528 -0.15 -0.05 0.20
C 3.45938 0.68897 -0.46258 0.12 0.12 0.11
C 2.92560 0.61132 -1.74397 0.04 -0.09 -0.02
C 3.08058 -0.52112 -2.52326 0.02 0.00 -0.08
C 3.77219 -1.61276 -2.02550 -0.01 0.01 -0.02
C 4.30251 -1.56688 -0.74849 0.01 -0.05 0.05
C 4.14272 -0.42476 0.01886 -0.09 -0.03 -0.23
Cl 4.83153 -0.40114 1.61207 0.10 -0.04 0.15
C -1.23206 1.44293 -0.22179 -0.13 0.42 0.13
C -1.91442 2.27979 -1.29617 0.15 -0.19 0.01
C -3.04486 1.45368 -1.88837 -0.02 0.11 0.00
C -3.94635 0.78285 -0.86711 0.28 0.16 -0.29
O -5.04213 0.35747 -1.18971 -0.36 -0.12 -0.15
N -3.47722 0.62853 0.39179 -0.04 -0.01 0.26
C -4.37839 0.04380 1.37152 -0.44 -0.24 -0.17
C -4.51549 -1.47436 1.23801 0.19 0.15 0.15
C -3.26125 -2.26077 1.62498 -0.27 -0.01 -0.04
C -2.07765 -2.11401 0.70761 0.14 -0.04 0.11
C -0.79814 -2.00286 1.24226 -0.05 0.00 -0.01
C 0.31724 -1.94641 0.42246 0.07 -0.13 -0.08
C 0.16792 -1.98732 -0.95419 0.14 0.00 -0.04
C -1.10227 -2.08927 -1.49737 -0.03 -0.06 -0.08
C -2.21304 -2.16095 -0.67512 0.05 -0.02 -0.02
C -2.24572 1.19672 0.89360 0.33 0.15 0.05
H 0.84289 0.31052 0.59472 -0.17 0.15 -0.04
H 2.47212 1.00024 2.16377 -0.02 0.09 -0.01
H 1.96652 2.69149 1.90554 0.06 -0.14 0.05
H 2.98891 2.75651 -0.28206 0.03 0.02 0.00
H 4.19535 2.17929 0.88258 0.01 0.08 -0.04
H 2.38481 1.46178 -2.13258 -0.04 0.12 -0.03
H 2.66344 -0.55067 -3.51870 -0.04 0.00 -0.09
H 3.89963 -2.50045 -2.62613 0.02 -0.08 -0.05
H 4.84185 -2.41054 -0.34682 0.06 -0.05 0.06
H -0.92388 0.48460 -0.64904 0.00 -0.03 0.07
H -2.29254 3.20036 -0.84956 0.05 0.04 0.00
H -1.20201 2.55764 -2.07503 -0.02 0.07 0.01
H -3.68415 2.05762 -2.53444 -0.03 -0.12 0.04
H -2.63276 0.64961 -2.50631 -0.05 -0.02 -0.01
H -4.02273 0.31073 2.36857 0.02 0.03 -0.02
H -5.37009 0.48270 1.21896 0.12 0.00 0.12
H -5.32907 -1.78846 1.89530 -0.05 -0.03 -0.04
H -4.81534 -1.69841 0.21569 -0.10 -0.02 0.02
H -3.52809 -3.32303 1.64681 0.03 0.02 0.10
H -2.96456 -1.98380 2.64038 0.03 -0.07 0.02
H -0.66954 -1.97719 2.31605 -0.03 0.01 0.11
H 1.30738 -1.89726 0.85601 0.11 0.01 0.05
H 1.03632 -1.94245 -1.59392 0.04 -0.01 -0.03
H -1.22686 -2.12579 -2.56993 -0.02 -0.01 -0.10
H -3.19198 -2.25738 -1.11858 -0.15 0.02 -0.05
H -1.82272 0.50703 1.63089 -0.05 0.08 -0.05
H -2.45442 2.15174 1.39870 0.09 -0.09 0.01



[2]
34
Properties=species:S:1:pos:R:3:forces:R:3 method="wB97M-V/def2-TZVPD" s2=8.7833 e_lumo_ev="0.53 / -1.23" multiplicity=6 e_homo_ha="-0.1298 / -0.2839" charge=0 orbital_gap_ev="4.067 / 6.496"
C -0.54617 0.00168 -4.52468 0.31 1.62 -0.57
C -1.35959 1.06171 -3.97534 1.24 -0.30 -0.47
C -0.49437 2.09271 -3.47842 0.70 -0.23 -1.56
C 0.88915 1.67277 -3.70532 -1.36 0.01 -1.02
C 0.85335 0.38044 -4.35132 -1.18 0.65 -0.38
Ru 0.03856 0.10533 -2.30046 -0.27 -1.01 1.85
P -0.16820 -2.14540 -1.93929 -0.03 -1.68 -0.21
H -0.90057 -0.86043 -5.06443 -0.03 -0.12 0.16
H -2.44127 1.10653 -3.92777 0.18 -0.16 -0.08
H -0.87581 3.00858 -3.04275 0.41 -0.17 0.07
H 1.72139 -0.16027 -4.70058 -0.15 -0.05 0.02
H 1.80975 2.17210 -3.42915 -0.33 0.13 -0.01
H 0.93221 -2.93964 -2.39927 -0.55 -0.03 0.31
H -1.25570 -2.87203 -2.53925 0.52 0.07 0.38
H -0.27916 -2.62778 -0.59807 0.07 0.04 -0.49
C -1.90857 0.92384 1.17758 0.57 -0.21 0.34
N -0.55818 0.55954 1.56184 -0.92 -0.58 1.43
C 0.52423 0.86357 0.81010 -0.06 0.12 -1.05
Se 0.54699 1.82209 -0.74705 0.65 2.12 0.67
N 1.62233 0.44614 1.48376 1.70 -0.46 0.71
C 1.24242 -0.14253 2.68380 1.62 0.22 -0.42
C 2.00760 -0.70667 3.69130 0.30 0.19 -0.48
C 1.31837 -1.21051 4.79809 -0.81 -0.05 0.17
C -0.07896 -1.13618 4.86310 0.43 -0.14 0.17
C -0.84356 -0.55894 3.83224 -0.16 0.10 -0.29
C -0.13195 -0.07337 2.75016 -1.51 0.75 -1.01
H -2.49939 0.53855 2.01053 -0.56 0.28 -0.48
H -2.16517 0.45898 0.20535 -0.10 0.13 0.59
H -1.99221 2.02323 1.06765 -0.09 -0.54 0.17
H 2.55590 0.58425 1.08522 -0.73 -0.31 0.65
H 3.08820 -0.71749 3.54636 -0.23 -0.17 0.42
H 1.85304 -1.66963 5.62087 0.01 0.04 -0.07
H -0.57226 -1.54238 5.73675 -0.04 0.02 -0.03
H -1.93240 -0.45880 3.79848 0.40 -0.27 0.51



[3]
19
Properties=species:S:1:pos:R:3:forces:R:3 method="wB97M-V/def2-TZVPD" e_lumo_ev=0.89 e_homo_ha=-0.3098 charge=0 orbital_gap_ev=9.325
C -1.53604 -1.12727 -0.39866 -0.02 -0.05 0.00
C -0.65352 0.12003 -0.47246 0.02 0.00 -0.03
C -1.34720 1.31173 0.19113 -0.01 0.08 0.03
C 0.71416 -0.14457 0.15807 -0.07 0.11 0.15
O 1.34082 -1.21609 -0.61892 0.21 -0.36 0.01
C 1.95943 -2.21979 -0.08300 -0.26 0.41 0.09
C 1.67377 1.03075 0.14543 0.02 0.04 0.00
H -2.49341 -0.95274 -0.90123 0.15 -0.01 0.07
H -1.05656 -1.98728 -0.87478 -0.08 0.11 0.07
H -1.75123 -1.38796 0.64627 0.04 0.04 -0.14
H -0.47182 0.36136 -1.52932 -0.02 -0.02 0.13
H -1.44834 1.15769 1.27335 0.02 0.00 -0.14
H -2.35483 1.43721 -0.21846 0.15 -0.03 0.05
H -0.80589 2.24917 0.03034 -0.08 -0.14 0.03
H 0.59310 -0.53210 1.18128 0.01 0.04 -0.14
H 1.87780 -2.07360 1.03798 0.05 -0.07 -0.15
H 1.78849 1.42373 -0.87038 -0.03 -0.05 0.13
H 2.65828 0.71741 0.50730 -0.15 0.03 -0.04
H 1.31300 1.83231 0.79607 0.04 -0.11 -0.10



[4]
82
Properties=species:S:1:pos:R:3:forces:R:3 method="wB97M-V/def2-TZVPD" e_lumo_ev=0.66 smiles="C[C@H]1CC[C@H]2C(=O)N3[C@H](c4cccc(N5CCCC5=O)c4)[C@@H](C)CC[C@H]3C(=O)N2[C@@H]1c1cccc(N2CCCC2=O)c1" e_homo_ha=-0.3067 charge=0 orbital_gap_ev=9.007
C -5.78822 -1.16817 -1.40783 0.05 0.24 0.08
C -5.30664 -0.00067 -0.54635 0.00 -0.01 0.01
C -5.34779 -0.33880 0.94848 0.02 -0.05 -0.14
C -4.29519 -1.37985 1.30988 0.10 0.21 0.18
C -2.91548 -0.88390 0.86229 -0.16 -0.31 0.61
C -1.81926 -1.80818 1.36704 -0.38 0.17 -0.10
O -1.83546 -2.18324 2.52807 -0.09 0.11 0.21
N -0.83122 -2.10670 0.51279 0.17 -0.14 0.00
C 0.42321 -2.64672 1.03800 0.17 -0.28 0.35
C 1.41586 -1.49958 1.13419 0.05 0.13 0.08
C 1.04024 -0.40973 1.91452 -0.01 -0.01 0.00
C 1.88840 0.66852 2.06115 -0.08 -0.13 -0.02
C 3.11263 0.69708 1.42155 0.14 0.14 0.05
C 3.49678 -0.37416 0.62053 -0.24 0.14 0.31
N 4.71310 -0.35720 -0.07876 -0.18 -0.17 -0.25
C 4.98776 -1.32510 -1.12823 0.04 -0.25 -0.21
C 6.18622 -0.73888 -1.87601 0.03 -0.03 0.09
C 6.88840 0.07799 -0.80073 -0.02 0.05 -0.08
C 5.76519 0.48298 0.14162 0.52 0.19 -0.15
O 5.82229 1.38663 0.94421 0.02 0.19 0.20
C 2.64759 -1.47567 0.50222 0.05 -0.03 0.02
C 0.84999 -3.89708 0.25536 -0.01 -0.02 0.00
C -0.03406 -5.07458 0.67040 0.19 0.16 -0.01
C 0.79197 -3.66999 -1.26064 -0.08 -0.03 0.11
C -0.54717 -3.08408 -1.68327 0.15 0.21 -0.09
C -0.81075 -1.79567 -0.89587 0.00 -0.10 -0.71
C -2.04324 -1.10018 -1.44779 0.20 -0.30 0.11
O -2.16615 -0.93712 -2.64819 0.21 0.05 -0.18
N -2.94420 -0.64778 -0.55814 -0.16 0.14 0.01
C -3.88355 0.39240 -0.96578 -0.29 0.06 -0.42
C -3.36086 1.72520 -0.45190 0.09 0.27 0.07
C -4.15993 2.74192 0.05124 -0.04 -0.08 -0.07
C -3.57487 3.92100 0.48127 -0.02 0.04 0.00
C -2.20654 4.10944 0.43121 0.12 0.07 0.02
C -1.38608 3.09782 -0.07089 -0.37 -0.22 -0.07
N 0.00352 3.26334 -0.14963 -0.09 0.33 0.27
C 0.62047 4.51939 0.24967 0.05 0.32 0.07
C 2.12455 4.24493 0.20545 -0.04 -0.03 -0.11
C 2.23711 3.11325 -0.80360 0.06 0.00 0.06
C 0.90651 2.39171 -0.69152 0.59 -0.27 -0.17
O 0.70707 1.24920 -1.04104 -0.09 -0.14 -0.19
C -1.98740 1.92599 -0.51639 0.00 -0.12 -0.10
H -5.88384 -0.85512 -2.44483 -0.01 -0.02 -0.12
H -5.08409 -1.99486 -1.37441 0.05 -0.14 -0.02
H -6.75779 -1.52066 -1.06317 -0.10 -0.07 0.02
H -5.97363 0.84538 -0.73612 0.07 0.00 0.01
H -6.34097 -0.70584 1.21368 -0.04 0.06 0.03
H -5.15894 0.56811 1.52768 -0.04 0.01 0.08
H -4.51207 -2.33082 0.82091 0.05 -0.08 0.01
H -4.27021 -1.55146 2.38610 0.01 -0.03 -0.06
H -2.72284 0.07654 1.37355 0.03 -0.16 -0.03
H 0.19047 -2.95420 2.06619 0.06 0.05 -0.26
H 0.08848 -0.41878 2.42258 -0.12 -0.02 0.09
H 1.59393 1.50157 2.68279 -0.02 0.08 0.08
H 3.77623 1.53418 1.55425 0.03 0.01 -0.03
H 4.11566 -1.43752 -1.77582 0.03 -0.06 0.08
H 5.23773 -2.29991 -0.69071 -0.09 0.01 -0.07
H 6.81717 -1.51332 -2.30716 -0.04 0.00 -0.05
H 5.84227 -0.08549 -2.67865 -0.02 -0.02 0.00
H 7.41219 0.95453 -1.17622 -0.02 0.01 0.10
H 7.59970 -0.52540 -0.23224 0.01 0.01 0.03
H 2.96490 -2.32669 -0.07459 0.02 -0.11 -0.11
H 1.87932 -4.13959 0.54041 -0.04 0.06 0.00
H -1.08609 -4.83474 0.54189 -0.15 -0.02 0.00
H 0.12681 -5.31639 1.71833 -0.03 -0.05 0.10
H 0.19755 -5.95506 0.07503 -0.01 -0.10 -0.06
H 1.57710 -2.97665 -1.56594 0.06 0.01 -0.08
H 0.96535 -4.61789 -1.77449 0.07 0.01 -0.01
H -1.35557 -3.79274 -1.49348 -0.09 0.01 -0.02
H -0.54890 -2.84533 -2.74684 -0.04 -0.02 0.05
H 0.01761 -1.09225 -1.08677 -0.15 -0.04 0.00
H -3.83437 0.41717 -2.06269 -0.03 -0.02 0.24
H -5.23150 2.63735 0.10672 -0.13 -0.05 0.02
H -4.19965 4.71354 0.86637 -0.04 0.07 0.04
H -1.80017 5.04683 0.77329 0.08 0.07 0.03
H 0.29363 4.80137 1.25296 -0.02 0.03 -0.10
H 0.33594 5.31409 -0.45106 -0.02 0.00 0.11
H 2.69202 5.12903 -0.07695 -0.01 0.02 0.07
H 2.47496 3.90642 1.18052 0.00 0.01 0.03
H 3.06684 2.43587 -0.61828 -0.06 -0.06 -0.06
H 2.32051 3.48912 -1.82654 -0.02 -0.01 -0.03
H -1.36076 1.15969 -0.93599 0.05 0.03 0.05



| no. | energy (a.u.) | molar mass (g mol⁻¹) |
| --- | --- | --- |
| 1 | -1612.89758 | 398.9 |
| 2 | -3451.93780 | 411.3 |
| 3 | -310.94458 | 100.2 |
| 4 | -1839.73096 | 568.7 |